1.
The following is a quantum chemistry calculation of an isolated molecule of C4H11NO2 at a distorted geometry, from the OMol25 dataset.

Its SMILES is C[C@H](O)[N+](C)(C)[O-]. For the highest occupied orbital energy, the calculation gives -0.3015 Ha. For the HOMO-LUMO gap, the calculation gives 8.769 eV. The calculation puts the lowest unoccupied orbital energy at 0.0208 Ha.

XYZ file:
```
18
Properties=species:S:1:pos:R:3:forces:R:3
C -0.47456 -0.45586 0.75408 0.187 -0.088 0.400
H 1.27263 -0.15719 1.92135 0.003 -0.055 0.049
H 2.14435 0.08621 -0.48459 -0.432 0.234 0.303
C 1.22441 0.14853 -1.05909 -1.629 -1.044 -0.208
N 0.04028 0.61609 -0.18249 2.538 -0.041 -0.725
H -1.97330 -1.29853 -0.18041 0.063 0.018 0.040
H -1.43990 0.39455 -1.69212 -0.068 -0.005 0.037
C 0.64719 -0.99514 1.62210 -0.137 0.161 -0.247
C -1.06206 1.15272 -1.00617 -0.039 0.066 -0.254
H 0.22782 -1.47899 2.50118 -0.056 -0.001 -0.005
O 0.63928 1.59408 0.52796 -0.716 1.224 1.119
H -0.67044 1.99654 -1.56997 0.088 -0.083 0.087
H 1.33097 0.86487 -1.86891 -0.068 0.027 0.140
H -1.19593 0.07931 1.38730 0.085 -0.006 -0.273
O -1.05654 -1.50373 0.03045 -0.137 -0.127 -0.036
H 0.95653 -0.83831 -1.43635 0.168 -0.092 -0.381
H 1.22836 -1.73322 1.07444 0.060 -0.041 -0.074
H -1.83909 1.52808 -0.33876 0.091 -0.147 0.027
```
Forces are in eV/Å.

2.
The following is a quantum chemistry calculation of a cluster of 2 separate species, C4H11NO2 in total at a distorted geometry, from the OMol25 dataset.

Its SMILES is CC(N)=O.CCO. For the highest occupied orbital energy, the calculation gives -0.3634 Ha. For the HOMO-LUMO gap, the calculation gives 10.412 eV. The calculation puts the lowest unoccupied orbital energy at 0.0193 Ha.

XYZ file:
```
18
Properties=species:S:1:pos:R:3:forces:R:3
H -0.23149 0.99865 -1.82792 0.824 -0.285 0.351
H -0.28233 2.11322 2.30426 -0.241 0.344 -0.786
O -2.31871 1.65295 1.37125 2.657 0.947 -1.008
H 0.77911 -2.33252 -1.18194 2.079 2.043 -1.401
H 0.56561 0.14778 -0.43976 -0.380 0.556 -2.864
O 0.94846 -0.16997 -3.54105 -0.008 -0.390 -2.782
C -0.68506 -0.04598 1.74628 2.433 0.739 -0.589
H -1.97086 1.66948 0.40944 -0.920 0.026 2.354
H -1.26161 -0.85912 2.12556 -0.327 -0.253 1.303
H -1.51540 1.22806 3.27260 0.535 0.683 -1.533
N 0.50063 0.35842 -1.49993 -1.784 1.811 4.775
C 0.99250 -0.47267 -2.39012 0.486 -0.333 0.048
H 2.34709 -1.19652 -0.92000 -1.296 -1.588 -2.165
H 0.43498 -0.18602 1.93640 -1.450 -0.258 -0.086
C 1.62579 -1.64412 -1.78202 -0.478 -2.042 3.988
H 2.03372 -2.36046 -2.47733 0.700 0.285 -0.132
H -0.86719 -0.29835 0.67854 0.262 1.050 0.266
C -1.09525 1.39716 2.21573 -3.093 -3.334 0.260
```
Forces are in eV/Å.

3.
The following is a quantum chemistry calculation of a cluster of 3 separate species, C4H11NO2 in total at a distorted geometry, from the OMol25 dataset.

Its SMILES is C=N/C=C\C.O.O. For the highest occupied orbital energy, the calculation gives -0.3014 Ha. For the HOMO-LUMO gap, the calculation gives 8.201 eV. The calculation puts the lowest unoccupied orbital energy at -0.0001 Ha.

XYZ file:
```
18
Properties=species:S:1:pos:R:3:forces:R:3
H 1.02565 -2.88068 -0.67531 -1.025 1.652 0.607
C -0.00293 -0.29852 0.68839 -1.489 0.041 -1.070
H 1.22601 -0.31877 -2.24075 0.645 -1.696 -2.030
H 1.88645 -3.94350 -0.85948 0.077 0.232 -1.430
O 1.43818 -3.27125 -1.43168 1.011 -1.736 0.815
H -0.00209 -3.07463 2.21909 1.026 0.922 -0.367
H -0.90578 -0.20897 1.33239 0.654 0.200 -0.586
C 0.16826 -1.97043 2.07217 2.731 -0.644 0.482
H -3.02656 6.33400 -0.22803 -1.065 0.492 -0.562
H 0.03951 -1.41046 3.06138 -0.998 -0.032 -1.795
C -0.14468 0.09882 -0.60148 1.935 0.274 0.660
H -1.16013 0.22867 -0.92960 -0.223 1.043 -0.018
H -3.24608 4.92097 0.44253 -2.104 -1.485 0.165
H 1.90327 0.82320 -1.03945 -0.710 -0.764 -0.432
O -2.67361 5.60949 0.24964 3.169 0.993 0.396
C 1.00855 0.44487 -1.59826 -1.790 2.500 3.328
H 0.55283 1.36821 -2.02385 0.689 -0.775 -0.581
N 0.77359 -1.45606 1.00463 -2.533 -1.215 2.419
```
Forces are in eV/Å.

4.
The following is a quantum chemistry calculation of a cluster of 2 separate species, C4H11NO2 in total at a distorted geometry, from the OMol25 dataset.

For the highest occupied orbital energy, the calculation gives -0.3338 Ha. For the HOMO-LUMO gap, the calculation gives 5.208 eV. The calculation puts the lowest unoccupied orbital energy at -0.1424 Ha.

XYZ file:
```
18
Properties=species:S:1:pos:R:3:forces:R:3
O -1.73881 2.04584 0.47808 1.106 -0.987 0.613
H -1.63304 0.42485 -0.85444 0.342 -0.514 0.033
C 1.03683 -1.67667 -0.08623 3.457 -0.406 -0.039
H 0.79785 1.27282 -0.98889 0.611 -0.150 -0.026
C -0.20002 -0.74442 0.34968 -2.382 0.863 1.516
H -2.04465 2.56514 1.23294 0.091 -0.056 0.075
H -0.51102 -0.71665 -1.74800 -0.433 0.043 -0.303
O 1.68064 -1.14406 -1.10748 -0.218 -0.340 1.262
H 1.22456 2.21357 0.42143 0.200 0.439 0.265
C -1.16089 -0.57240 -0.88643 0.878 0.129 0.030
N 0.21318 0.49980 0.85677 0.569 -2.099 -1.399
H -0.72731 -1.27651 1.18477 0.242 0.450 -0.682
H 0.78008 -2.72519 -0.33925 -1.459 0.426 0.078
H -0.67594 1.07365 1.12486 -1.375 1.637 0.378
H -1.92324 -1.32787 -0.78771 -0.174 -0.343 -0.211
H 1.62959 -1.79133 0.90143 -0.410 0.521 -1.044
H 2.10160 0.66693 0.20651 -0.113 -0.030 -0.695
C 1.15060 1.21248 0.04195 -0.933 0.417 0.149
```
Forces are in eV/Å.

5.
The following is a quantum chemistry calculation of a cluster of 2 separate species, C4H11NO2 in total at a distorted geometry, from the OMol25 dataset.

For the highest occupied orbital energy (alpha / beta), the calculation gives -0.4700 / -0.4700 Ha. For the HOMO-LUMO gap (alpha / beta), the calculation gives 7.952 / 2.786 eV. The total charge is +1. Its multiplicity is 2. The calculation puts the lowest unoccupied orbital energy (alpha / beta) at -0.1778 / -0.3676 Ha.

XYZ file:
```
18
Properties=species:S:1:pos:R:3:forces:R:3
H -0.72777 -2.02905 -0.43404 0.563 0.450 -0.516
H 0.38971 -1.26575 1.61678 1.977 1.348 -0.192
H 2.92477 2.34922 -1.14657 -1.910 0.111 0.057
H 2.16258 1.64442 0.14080 -1.145 -0.298 0.922
O 1.00547 3.07888 -2.52905 -0.159 -0.999 2.153
H -2.02126 -2.46363 0.51122 -2.561 -1.114 0.211
N 1.96281 2.11855 -0.72665 1.676 0.749 -2.256
H -0.73426 2.07294 0.02450 0.452 -0.104 -0.313
O -0.24400 -3.54342 0.98423 2.253 0.101 -3.615
H 0.61005 -3.73871 0.29938 -3.863 0.969 2.754
H -1.23124 2.55068 -1.47180 -2.868 0.960 -2.251
H -0.78991 -1.77663 2.69897 -0.539 0.619 -1.138
H -1.33513 -0.45738 1.45044 1.104 0.196 0.880
C -0.64607 -1.30048 1.68701 -2.771 -1.614 -0.811
H -0.50011 0.74121 -1.11470 -0.920 2.022 -0.680
C -0.57886 1.90076 -1.06203 3.722 -2.492 3.145
C -1.00922 -2.31735 0.55927 3.849 -0.935 2.378
C 0.76243 2.43575 -1.48776 1.142 0.030 -0.728
```
Forces are in eV/Å.

6.
The following is a quantum chemistry calculation of a cluster of 2 separate species, C4H11NO2S in total, from the OMol25 dataset.

For the highest occupied orbital energy, the calculation gives 0.0252 Ha. For the HOMO-LUMO gap, the calculation gives 5.474 eV. The total charge is -2. The calculation puts the lowest unoccupied orbital energy at 0.2264 Ha.

XYZ file:
```
19
Properties=species:S:1:pos:R:3:forces:R:3
H -0.59847 3.06278 0.06740 0.014 0.040 -0.073
H -1.65494 2.02747 0.27183 0.026 -0.092 0.167
C 0.76244 1.01211 -1.22282 0.209 -0.399 0.130
O -1.52000 3.00194 0.34243 -0.102 -0.098 0.002
H -0.94655 -1.26770 -1.54799 -0.219 -0.147 0.048
S 0.52587 -1.96751 1.84157 -0.044 -0.003 -0.156
H 1.12724 -1.53043 -0.52723 -0.048 -0.171 -0.049
H -1.27938 -0.68766 0.85650 -0.049 0.124 0.093
O 1.17303 0.23129 -2.23972 -0.224 0.128 0.141
C 1.09302 -0.95536 0.39304 0.020 -0.064 0.541
H -2.64716 -0.96057 -0.94785 0.101 -0.215 -0.080
H 2.11886 -0.65819 0.60877 0.124 0.142 -0.151
H -1.75525 0.24421 -1.86930 0.033 0.066 -0.101
N -1.17681 0.03416 0.13707 -0.098 0.155 -0.129
H 1.58316 1.70652 -0.83925 -0.217 -0.002 -0.117
H 0.47783 1.04832 0.89795 -0.142 -0.127 0.352
C -1.64943 -0.54278 -1.12284 0.039 0.207 0.065
C 0.27366 0.30062 0.12550 0.417 0.318 -0.763
H -0.09949 1.68369 -1.50286 0.160 0.137 0.081
```
Forces are in eV/Å.

Listing E_tot for the structures above in their given order: -9908.8314; -9909.8447; -9907.1952; -9904.3622; -9899.4535; -20744.5507 eV.
Listing energy relative to the best compared isomer or geometry (same formula, charge and spin) for the structures above in their given order: 329.06; 231.29; 486.93; 760.27; 341.78; 94.02 kJ/mol.